The following is a DFT calculation (wB97M-V/def2-TZVPD) of one molecule with the formula C4H6N2O in a non-equilibrium geometry.

Net charge: 0
HOMO-LUMO gap: 11.5 eV
LUMO energy: 0.7 eV
SMILES: [H]/N=C/OCCC#N
Electronic energy: -340.743550 Ha
Molecular weight: 98.10 g mol⁻¹

XYZ file:
```
13
Properties=species:S:1:pos:R:3:forces:R:3:nbo_charge:R:1
N -1.4436 1.1277 -0.2870 -0.214 -0.304 0.067 -0.730
C -1.8574 0.0341 0.1951 -0.024 0.214 -0.039 0.409
O -1.0711 -1.0420 0.3671 -0.042 0.052 0.051 -0.492
C 0.2308 -0.9780 -0.2101 0.161 -0.039 -0.149 -0.064
C 1.1708 0.0050 0.5161 0.001 0.009 0.060 -0.546
C 2.1254 0.5806 -0.4340 0.634 0.376 -0.640 0.290
N 2.8513 1.0231 -1.2180 -0.653 -0.446 0.772 -0.324
H -2.1957 1.8104 -0.3254 0.039 -0.087 -0.045 0.361
H -2.8711 -0.1997 0.5311 0.133 0.088 0.024 0.160
H 0.1406 -0.7024 -1.2643 -0.004 0.028 0.141 0.207
H 0.6143 -1.9973 -0.1350 -0.040 0.158 -0.067 0.203
H 0.5879 0.8255 0.9386 0.092 -0.104 -0.065 0.280
H 1.7180 -0.4870 1.3257 -0.083 0.055 -0.112 0.246
```
Forces are in eV/Å.


The following is a DFT calculation (wB97M-V/def2-TZVPD) of C34H31Cl2F5N5O5PdS2Te as an isolated structure in a non-equilibrium geometry.

Net charge: -1
HOMO-LUMO gap (alpha / beta): 7.2 / 7.2 eV
LUMO energy (alpha / beta): 2.2 / 2.2 eV
Electronic energy: -4576.455147 Ha
Molecular weight: 1053.70 g mol⁻¹

XYZ file:
```
86
Properties=species:S:1:pos:R:3:forces:R:3:mulliken_charge:R:1
Pd -0.0046 0.2459 0.2840 -0.102 -0.392 0.088 0.188
C 4.5625 2.9857 -5.1266 -0.008 0.032 -0.005 -1.441
C 3.9296 2.9462 -3.7615 -0.013 -0.031 -0.022 1.185
C 4.3825 3.7694 -2.7363 -0.002 0.020 0.047 -0.842
C 3.8126 3.7064 -1.4733 0.021 0.018 -0.006 -0.784
C 2.7798 2.8099 -1.2385 0.060 -0.019 -0.073 0.147
C 2.2896 1.9881 -2.2496 0.147 0.245 0.088 -0.100
C 2.8794 2.0708 -3.5009 0.017 -0.026 -0.050 -1.151
S 2.1340 2.6740 0.4051 0.317 0.182 -0.398 1.214
O 2.8504 1.5806 1.0408 0.060 0.224 0.083 -0.990
O 2.2410 3.9748 1.0150 0.020 -0.013 0.106 -0.746
N 0.6278 2.1979 0.2563 -0.152 -0.400 0.048 0.080
C -0.3650 3.0388 -0.2197 -0.109 -0.041 -0.013 0.001
C -0.2394 4.3073 -0.7287 0.072 0.391 -0.088 -0.359
C -1.3757 5.0328 -1.1517 0.020 -0.067 0.043 -0.983
C -2.6397 4.5200 -1.0713 0.067 -0.142 0.059 -0.984
C -2.8079 3.2083 -0.5598 -0.153 0.194 -0.078 1.661
C -4.0608 2.5620 -0.4382 -0.074 -0.021 0.006 -0.797
C -4.1431 1.2884 0.0471 0.159 0.107 0.049 -0.699
C -2.9519 0.6248 0.4062 -0.239 0.184 0.077 -0.776
N -1.7894 1.2144 0.3038 0.225 -0.327 0.030 -0.284
C -1.6769 2.4878 -0.1616 -0.078 0.016 0.065 0.160
H 5.3239 3.7636 -5.1881 0.003 -0.002 0.002 0.346
H 3.8165 3.1788 -5.8997 -0.003 -0.005 0.008 0.332
H 5.0331 2.0298 -5.3624 -0.001 -0.012 0.011 0.315
H 5.1912 4.4655 -2.9290 0.003 0.002 0.023 0.289
H 4.1606 4.3475 -0.6744 0.000 0.008 0.015 0.453
H 1.4550 1.3009 -2.0904 -0.069 -0.122 -0.026 0.741
H 2.5188 1.4242 -4.2932 -0.033 -0.007 0.028 0.414
H 0.7313 4.7802 -0.7945 -0.037 -0.066 0.015 0.453
H -1.2232 6.0292 -1.5476 -0.008 0.001 -0.005 0.392
H -3.5063 5.0814 -1.3952 0.003 0.018 -0.013 0.381
H -4.9517 3.0981 -0.7450 -0.011 -0.018 0.004 0.398
H -5.0867 0.7702 0.1398 -0.007 -0.014 0.007 0.533
H -2.9509 -0.3987 0.7599 -0.030 0.094 -0.016 0.793
F 3.4371 -1.6213 -2.9426 0.315 0.014 -0.082 -0.554
Te 1.6692 -2.4458 -3.1207 -0.656 0.601 0.605 1.528
F 2.0693 -3.1428 -4.8479 0.155 -0.140 -0.455 -0.479
F 2.5870 -3.9596 -2.5178 0.124 -0.171 0.054 -0.406
F 0.2124 0.0243 -2.0591 0.139 -0.266 -0.632 -0.833
F 0.1408 -3.6459 -2.9507 -0.105 -0.212 0.012 -0.526
O 1.5937 -2.2705 -0.8586 0.112 0.016 -0.027 -0.524
S 2.0368 -0.9263 -0.2023 -0.516 0.344 -0.183 0.594
C 2.3844 -1.5529 1.4137 -0.094 0.331 -0.101 -0.170
N 2.2340 -2.8466 1.5763 -0.101 -0.206 0.058 0.016
C 2.1788 -3.4425 2.9037 -0.017 -0.014 -0.048 -0.168
C 3.0847 -2.6468 3.8332 -0.012 0.031 -0.009 -0.823
C 2.6979 -1.1755 3.7681 -0.034 0.030 -0.043 -0.598
N 2.7392 -0.7342 2.3792 0.055 -0.307 0.295 0.025
H 1.8897 -3.3231 0.7408 0.039 0.043 0.029 0.163
H 2.4861 -4.4844 2.8267 0.053 0.011 0.011 0.474
H 1.1451 -3.4045 3.2609 0.068 -0.008 0.021 -0.084
H 4.1249 -2.7620 3.5208 0.003 -0.033 0.015 0.289
H 2.9921 -3.0188 4.8530 -0.023 0.012 0.009 0.427
H 3.3826 -0.5526 4.3416 0.040 -0.037 0.001 0.455
H 1.6843 -1.0298 4.1515 0.008 -0.001 0.003 0.262
H 2.7549 0.2587 2.1495 -0.043 0.054 -0.041 0.414
Cl -2.8681 -0.8547 -2.3683 0.131 -0.149 -0.196 -0.027
C -3.9493 -2.1853 -2.5863 -0.131 -0.020 0.041 0.486
C -4.6724 -2.2852 -3.7636 0.014 -0.039 0.056 -0.675
C -5.5422 -3.3482 -3.9548 0.046 0.044 0.044 -0.418
C -5.6550 -4.3271 -2.9812 0.015 0.026 -0.016 -0.590
C -4.9045 -4.2327 -1.8214 0.084 -0.042 0.049 1.052
Cl -4.9715 -5.5620 -0.6998 -0.018 0.138 0.027 -0.230
C -4.0603 -3.1451 -1.5654 0.074 0.131 -0.095 -0.961
N -3.2997 -3.0274 -0.4051 0.222 -0.117 0.046 0.595
C -3.8605 -2.9620 0.8746 0.057 -0.016 0.265 0.202
C -5.2272 -2.7348 1.0439 0.076 -0.014 0.078 -0.314
C -5.7878 -2.6752 2.3083 -0.051 -0.016 0.058 -0.850
C -4.9960 -2.8304 3.4351 -0.026 0.001 -0.029 -0.737
C -3.6338 -3.0393 3.2750 0.012 0.067 -0.022 -0.495
C -3.0413 -3.1087 2.0215 -0.007 -0.032 -0.276 0.546
C -1.5419 -3.3275 1.9210 -0.196 -0.042 0.060 -1.622
C -0.8447 -2.0038 1.6349 -0.291 0.353 -0.189 1.382
O -0.2801 -1.3417 2.5081 -0.005 -0.700 0.408 -0.720
O -0.9793 -1.6055 0.4181 0.474 0.396 0.202 -0.237
H -4.5442 -1.5190 -4.5147 -0.015 -0.005 -0.029 0.456
H -6.1150 -3.4230 -4.8694 0.003 -0.006 0.003 0.362
H -6.2960 -5.1868 -3.1199 0.006 0.010 -0.011 0.420
H -2.4256 -2.5084 -0.5001 0.044 -0.114 -0.003 -0.469
H -5.8515 -2.5997 0.1701 -0.007 -0.019 -0.023 0.568
H -6.8524 -2.5023 2.4077 -0.002 0.000 0.011 0.392
H -5.4291 -2.7893 4.4256 -0.006 0.010 0.005 0.397
H -2.9996 -3.1526 4.1472 -0.013 0.002 -0.008 0.373
H -1.3264 -4.0401 1.1201 0.034 0.084 -0.029 0.454
H -1.1646 -3.7160 2.8676 -0.101 -0.032 -0.033 0.641
```
Forces are in eV/Å.